(1)
70
Properties=species:S:1:pos:R:3:forces:R:3:lowdin_spin:R:1 method="wB97M-V/def2-TZVPD" gap_ev="7.3 / 5.4" total_charge=+2 s_squared=0.779 spin_multiplicity=2 homo_energy_ha="-0.5256 / -0.5257"
Ta -0.434131 -2.166080 -0.445527 -1.464 -0.999 -0.723 0.038
N 0.042169 -1.853080 1.629366 0.610 -0.589 0.321 0.190
C 1.000504 -2.405063 2.434508 -0.239 0.181 -0.884 0.158
C 0.700197 -2.695133 3.793815 -0.678 0.027 0.041 0.041
C 1.636992 -3.262890 4.589932 -0.491 0.166 0.655 0.061
C 2.920096 -3.566187 4.111972 0.578 0.130 -1.175 0.157
C 3.258638 -3.308353 2.799467 -0.524 0.367 -0.228 -0.021
C 2.327553 -2.692817 1.914946 0.231 -0.141 0.365 0.172
C 2.680620 -2.386870 0.535064 0.463 -0.036 0.445 0.012
C 4.058977 -2.245339 0.260431 0.268 -0.145 -0.385 0.054
C 4.549181 -2.185801 -1.033151 -0.675 -0.168 -0.220 -0.009
C 3.634649 -2.326779 -2.076764 -0.046 0.167 0.397 0.063
C 2.272373 -2.408564 -1.814393 0.119 -0.132 0.268 0.003
C 1.737140 -2.372212 -0.512921 -0.064 0.046 -0.318 0.040
H -0.817963 -1.791697 2.173126 -0.171 0.169 -0.193 0.003
H 0.746791 0.141923 1.868570 -0.033 -0.330 0.076 0.002
H -0.318659 -2.516842 4.170416 0.547 -0.001 -0.206 -0.001
H 1.402321 -3.482559 5.620795 -0.087 -0.060 0.060 0.001
H 3.663094 -4.010003 4.742218 0.123 -0.218 0.380 0.007
H 4.240927 -3.599455 2.438498 -0.262 0.067 0.054 -0.003
H 4.777501 -2.224166 1.064287 -0.037 0.083 0.156 0.002
H 5.602260 -2.105936 -1.258148 0.076 0.077 0.203 -0.002
H 3.949837 -2.348173 -3.105700 0.202 -0.043 -0.148 0.003
H 1.638830 -2.534008 -2.670834 -0.199 0.048 -0.112 -0.001
O -0.309094 -1.606450 -2.613947 -0.708 -0.433 -0.231 0.003
S -0.603089 -0.161904 -2.421146 1.170 0.896 -0.258 0.001
O 0.161099 0.756614 -3.211978 -0.628 -0.888 1.042 0.001
O -0.255730 -0.192089 -0.889899 -0.845 0.763 -0.072 0.005
C -2.322345 0.297362 -2.596917 -0.531 -0.121 0.007 0.000
C -2.592232 1.140880 -3.681640 0.350 -0.523 0.602 0.000
C -3.886305 1.509504 -4.002144 -0.390 -0.229 0.163 0.000
C -4.937206 1.050842 -3.230695 0.172 -0.004 -0.066 0.000
C -4.695730 0.230052 -2.125804 0.209 0.103 -0.018 0.000
C -3.407510 -0.173564 -1.796214 0.696 0.742 -0.789 0.000
S -3.265788 -1.494241 -0.646076 -1.289 -1.123 -0.112 0.000
O -4.597952 -1.816916 -0.274413 0.647 -0.032 0.157 0.000
O -2.479369 -2.506800 -1.406081 0.854 -0.018 -0.278 0.000
O -2.321235 -1.270223 0.487054 1.165 0.972 0.576 0.000
H -1.800842 1.473804 -4.314054 0.537 0.145 -0.161 0.000
H -4.059194 2.109975 -4.884493 -0.030 0.046 0.053 0.000
H -5.954536 1.283095 -3.518005 0.002 0.048 0.169 0.000
H -5.529181 -0.127577 -1.545852 -0.036 -0.155 0.109 0.000
S 1.711821 5.120330 -0.169947 0.215 -0.752 0.203 0.000
C 1.290309 3.535393 0.413946 0.257 0.140 -0.357 0.000
C -0.000190 3.115254 0.803925 0.052 0.030 -0.012 0.000
C -0.172279 1.876052 1.365781 0.286 0.397 -0.207 0.000
N 0.894556 1.066391 1.501463 -0.312 0.208 -0.107 0.003
C 2.103062 1.385222 1.014261 0.294 -0.160 -0.107 0.000
C 2.347153 2.595150 0.452374 -0.265 0.502 0.260 0.000
C 0.243597 6.033106 0.095679 -0.090 0.191 0.344 0.000
C -0.327366 6.671985 -0.971291 0.210 -0.260 -1.118 0.000
C -1.454317 7.439208 -0.761020 -0.279 0.360 0.153 0.000
N -1.998895 7.620769 0.435721 -0.073 0.128 -0.268 0.000
C -1.398639 7.036124 1.467499 -0.677 0.230 0.145 0.000
C -0.297486 6.236426 1.355368 0.704 -0.229 0.051 0.000
H -0.850598 3.766574 0.658086 0.025 -0.019 0.161 0.000
H -1.128543 1.498825 1.707620 0.095 0.032 -0.035 0.000
H 2.866155 0.633483 1.076524 0.165 -0.267 0.153 0.000
H 3.352246 2.849772 0.128483 -0.223 -0.042 -0.042 0.000
H 0.078041 6.557349 -1.978193 -0.113 0.061 0.288 0.000
H -1.907690 7.933764 -1.608358 -0.209 0.103 0.042 0.000
H -1.823787 7.199790 2.445901 -0.160 0.151 0.097 0.000
H 0.153253 5.840066 2.245100 0.183 -0.246 0.214 0.000
F -1.477670 -3.746301 0.727615 0.937 0.214 -0.611 0.008
As -0.899502 -5.385659 0.047346 -0.901 0.813 -1.024 0.000
F 0.573077 -5.060370 0.758826 1.197 0.930 0.644 0.002
F -0.274445 -3.988735 -1.426899 -0.377 0.681 1.471 0.002
F -0.164310 -6.471090 -0.951363 0.195 -1.114 -0.538 0.000
F -2.342125 -5.409942 -0.782834 -0.425 0.150 -0.531 0.000
F -1.509077 -6.105207 1.390703 -0.306 -1.088 1.010 0.000

***

(2)
61
Properties=species:S:1:pos:R:3:forces:R:3:lowdin_spin:R:1 method="wB97M-V/def2-TZVPD" gap_ev="5.8 / 7.0" total_charge=+1 s_squared=0.789 spin_multiplicity=2 homo_energy_ha="-0.3749 / -0.4197"
Ti 0.344525 0.706501 -0.753978 0.499 -1.904 -1.672 0.135
C -0.479348 4.582268 3.125660 0.067 -0.106 -0.101 -0.001
C -0.019943 3.274176 3.054333 -0.062 0.116 0.100 0.001
C -0.011122 2.608298 1.846358 -0.152 -0.006 -0.564 0.011
C -0.479367 3.239770 0.688699 -0.093 1.079 1.483 0.001
C -0.912060 4.572102 0.757173 0.056 -0.338 -0.207 -0.001
C -0.906291 5.228588 1.971829 -0.011 -0.008 -0.017 0.000
N -0.499729 2.508577 -0.487453 -0.842 1.119 -1.607 -0.005
N -1.094396 2.993277 -1.495614 0.039 0.767 1.481 0.009
C -1.064635 2.245643 -2.639742 0.230 -1.021 -1.087 0.001
C -1.713916 2.752415 -3.777277 0.182 -0.049 0.575 0.002
C -1.672379 2.035570 -4.954280 0.085 -0.125 -0.111 0.000
C -0.999001 0.820987 -4.995172 -0.090 0.104 0.160 0.003
C -0.363029 0.316096 -3.863183 0.051 -0.201 0.123 0.000
C -0.363889 1.009544 -2.662844 -0.454 0.566 -0.710 0.000
H -0.493732 5.104748 4.070890 0.024 0.007 0.050 0.000
H 0.329392 2.769288 3.940758 0.045 -0.036 0.110 0.000
H 0.357297 1.590530 1.782548 -0.049 0.151 0.200 0.009
H -1.238181 5.064207 -0.147463 -0.036 0.044 0.033 0.000
H -1.235082 6.255574 2.024030 -0.039 0.060 -0.018 0.000
H -2.237066 3.692957 -3.707964 -0.029 0.141 0.022 0.000
H -2.151878 2.419587 -5.841898 -0.052 0.015 -0.036 0.000
H -0.966665 0.256701 -5.913874 0.004 -0.056 -0.119 0.000
H 0.147912 -0.638583 -3.950680 -0.030 0.096 0.004 0.000
C 2.899360 -4.085342 2.236949 0.229 -0.259 0.234 0.000
O 2.144916 -3.079583 1.594831 -0.205 0.176 -0.293 0.007
C 1.326995 -3.421653 0.569639 -0.129 0.170 -0.255 0.005
C 1.054341 -4.710394 0.129639 0.185 0.142 0.254 0.001
C 0.216133 -4.896756 -0.956911 -0.052 0.130 -0.130 0.001
C -0.344296 -3.818051 -1.617608 -0.045 -0.016 -0.025 0.001
C -0.074062 -2.523827 -1.192196 0.123 0.143 0.051 0.004
C 0.749649 -2.325897 -0.098261 0.213 -0.549 0.153 0.023
N 1.121284 -1.011815 0.431658 0.239 -0.240 -0.531 0.063
C 0.589392 -0.796410 1.719916 0.016 0.261 1.008 0.390
C -0.786353 -0.764202 1.934806 -0.674 0.220 -0.577 0.026
C -1.344421 -1.051082 3.205113 0.195 -0.034 -0.320 0.097
C -2.697800 -1.168828 3.360746 -0.145 0.037 -0.009 -0.015
C -3.555084 -0.934769 2.280119 0.085 -0.051 0.124 0.124
C -3.055138 -0.538330 1.056829 0.429 0.111 -0.502 -0.018
C -1.678043 -0.432436 0.852355 -0.954 -0.976 2.398 0.102
O -1.171304 0.018633 -0.272336 -1.350 -0.524 0.115 0.002
H 3.563260 -3.556189 2.918018 -0.021 -0.115 -0.027 0.000
H 3.494364 -4.652590 1.517135 -0.039 0.000 0.039 0.000
H 2.252227 -4.754987 2.808350 0.031 -0.026 -0.060 0.000
H 1.488880 -5.566560 0.620323 0.065 -0.039 0.080 0.000
H 0.019423 -5.900518 -1.298727 -0.071 -0.098 -0.020 0.000
H -0.997967 -3.975179 -2.460699 -0.032 -0.020 -0.098 0.000
H -0.500454 -1.679738 -1.730592 -0.018 -0.253 0.113 0.001
H 2.143639 -1.018647 0.531136 -0.246 0.104 -0.080 0.000
H 1.282177 -0.800703 2.556460 -0.049 -0.024 -0.207 0.014
H -0.669223 -1.240980 4.024858 0.061 -0.066 0.134 0.004
H -3.106922 -1.460210 4.313573 -0.059 0.012 0.148 -0.003
H -4.618740 -1.058130 2.407753 -0.113 0.054 0.002 0.007
H -3.712461 -0.302277 0.233251 -0.090 0.017 -0.064 -0.003
Cl 2.422626 2.143620 -2.810560 0.717 0.377 -0.483 0.000
C 3.255459 0.838841 -1.965931 0.021 0.449 -0.041 0.000
Cl 2.276210 -0.648505 -2.238812 0.150 -0.397 -0.269 0.000
Cl 4.898321 0.620641 -2.465270 -0.206 0.021 0.066 0.000
C 3.051211 1.023788 -0.428781 2.532 -0.659 -0.269 0.000
O 3.890996 0.641539 0.340935 -0.302 0.135 -0.037 0.000
O 1.893989 1.478706 -0.178567 0.172 1.370 1.288 0.002

***

We obtain energy above the lowest of the compared OMol25 structures with the same formula, charge and spin values of 0.0; 39.1 kcal per mole for the records listed above, in that order.
We obtain E values of -5782.08598; -3775.23206 hartree for the records listed above, in that order.